{"formula": "C39H39BrIIrN6OP", "method": "the ωB97M-V functional and the def2-TZVPD basis", "species": ["C", "H", "C", "H", "H", "O", "Ir", "H", "N", "I", "C", "C", "H", "N", "C", "C", "H", "C", "N", "C", "C", "H", "C", "C", "C", "H", "C", "N", "H", "H", "C", "C", "C", "H", "H", "N", "C", "H", "C", "H", "C", "C", "H", "H", "H", "H", "C", "H", "C", "C", "H", "H", "Br", "H", "H", "H", "C", "H", "H", "H", "H", "H", "N", "C", "H", "C", "C", "H", "H", "H", "P", "C", "C", "H", "C", "H", "C", "C", "C", "C", "C", "C", "C", "H", "C", "H", "H", "H", "C"], "xyz": [[4.841, -0.656, 2.184], [2.250, 4.358, -1.140], [-1.411, -4.503, -1.230], [-3.374, -0.165, -6.161], [1.830, -3.256, -3.679], [-3.853, -0.289, -5.329], [-0.973, -0.389, 0.230], [-1.171, 0.130, -5.165], [-1.670, -0.098, -1.852], [-0.985, -0.145, 2.884], [2.460, -0.362, 1.717], [-1.133, 5.094, 0.196], [-2.406, 2.639, -1.666], [-1.101, -2.534, 0.068], [1.934, 0.163, 5.955], [-1.347, -4.647, 1.139], [1.192, 2.558, 0.194], [3.194, 0.662, -1.774], [-1.980, 4.491, -0.838], [0.808, 0.121, 5.121], [-3.506, 2.740, 0.739], [-1.523, -4.939, -2.213], [-2.872, 4.778, 1.815], [-3.749, -0.389, -3.014], [2.184, -0.189, 3.108], [-3.048, 5.851, 1.846], [1.866, -3.186, -2.599], [-2.080, 2.419, 0.415], [3.886, 3.785, -2.886], [-1.516, 2.674, 2.439], [-1.722, -6.773, -0.154], [-1.720, 0.004, -4.241], [2.182, -4.223, -0.451], [-4.031, 4.352, -1.288], [3.503, -0.359, -1.946], [-1.465, 4.507, 1.497], [2.155, -4.310, -1.838], [1.417, -1.095, -2.571], [-1.249, 3.086, 1.466], [4.054, 0.033, 6.002], [-1.060, 0.062, -3.040], [-3.387, 4.772, -0.514], [-4.162, 2.313, -0.022], [-0.198, 2.883, 1.273], [-4.814, -0.573, -2.979], [-1.159, -2.525, -2.000], [2.233, 0.975, -0.810], [2.368, -5.252, -2.326], [0.944, -0.043, 3.771], [-1.766, 3.067, -0.891], [2.399, -5.102, 0.141], [1.978, -2.947, 1.259], [-3.766, -0.554, -0.178], [3.954, -0.769, 0.254], [-0.873, -7.316, 0.267], [4.527, 1.425, -3.260], [3.779, 1.673, -2.519], [-0.723, 2.864, -1.145], [-0.083, 4.904, -0.037], [5.436, -0.439, 4.214], [1.809, 0.285, 7.021], [-1.076, -2.782, 2.130], [-3.706, 4.165, 0.780], [3.313, -0.189, 3.995], [-0.175, 0.209, 5.568], [1.900, 2.314, -0.585], [3.163, 0.013, 5.388], [5.833, -0.858, 1.806], [-3.759, 2.298, 1.706], [0.002, 0.258, -3.007], [1.400, -0.264, 0.217], [3.757, -0.604, 1.304], [-2.989, -0.323, -1.885], [-3.114, 4.354, 2.790], [4.616, -0.425, 3.507], [-1.304, 6.168, 0.225], [-1.219, -3.144, -1.117], [1.719, -1.865, -0.585], [1.636, -1.969, -1.976], [2.493, 3.321, -1.325], [3.424, 2.999, -2.304], [-3.105, -0.225, -4.252], [1.956, -3.008, 0.178], [-1.411, -5.197, 2.068], [-1.162, -3.286, 1.182], [-1.889, -7.114, -1.172], [-3.538, 5.848, -0.463], [-2.589, -7.036, 0.454], [-1.484, -5.301, -0.089]], "e_homo_ev": -15.3758, "de_lowest_kj_mol": 103.5, "energy_ev": -142310.37575, "total_charge": 3, "lumo_ev": -9.90, "gap_ev": 5.478}